{"formula": "CH4IPS", "method": "ωB97M-V with the def2-TZVPD basis set", "elements": ["C", "P", "S", "I", "H", "H", "H", "H"], "xyz": [[0.289, 0.087, 0.297], [-1.202, 0.977, -0.310], [-2.437, -0.676, -0.477], [5.080, -0.131, 0.112], [0.595, -0.689, -0.403], [0.077, -0.373, 1.259], [1.106, 0.796, 0.415], [-3.509, 0.008, -0.893]], "fmax_ha_per_bohr": 0.01184, "de_lowest_ev": 0.061, "homo_lumo_gap_ev": [8.3, 6.3], "lumo_ev": [0.921, -3.450], "energy_ev": -29325.08856, "total_charge": 0, "multiplicity": 3}